Entry from the OMol25 dataset: C37H24BF9InN2O2P as an isolated structure (ωB97M-V/def2-TZVPD).

Each line ends with the Löwdin charge.
Atoms and positions in Å:
In (-0.271, -0.386, 0.124)  1.014
C (-1.554, -1.306, -4.033)  0.001
C (-0.386, -1.115, -4.751)  0.014
C (0.788, -0.792, -4.083)  0.035
C (0.770, -0.671, -2.705)  -0.180
N (-0.374, -0.861, -2.017)  -0.001
C (-1.507, -1.168, -2.661)  -0.084
C (1.989, -0.324, -1.904)  -0.179
C (3.266, -0.340, -2.437)  0.035
C (4.342, -0.026, -1.619)  0.014
C (4.122, 0.286, -0.286)  0.004
C (2.825, 0.270, 0.186)  -0.080
N (1.787, -0.016, -0.610)  0.000
H (-2.483, -1.554, -4.527)  0.132
H (-0.383, -1.217, -5.828)  0.136
H (1.698, -0.634, -4.641)  0.125
H (-2.389, -1.311, -2.049)  0.127
H (3.433, -0.614, -3.468)  0.125
H (5.346, -0.038, -2.020)  0.135
H (4.939, 0.523, 0.380)  0.131
H (2.597, 0.477, 1.225)  0.131
O (0.146, -0.601, 3.144)  0.118
B (-0.519, -1.268, 2.146)  -0.640
O (-1.382, -2.221, 2.584)  0.153
C (-1.266, -2.163, 3.977)  -0.181
C (-1.932, -2.912, 4.918)  0.024
C (-1.633, -2.620, 6.246)  -0.050
C (-0.713, -1.632, 6.590)  -0.051
C (-0.044, -0.885, 5.623)  0.025
C (-0.353, -1.185, 4.318)  -0.183
H (-2.647, -3.674, 4.641)  0.133
H (-2.130, -3.176, 7.029)  0.119
H (-0.509, -1.441, 7.635)  0.116
H (0.675, -0.121, 5.882)  0.128
F (-0.081, 8.032, 1.707)  0.165
C (0.704, 6.979, 1.937)  -0.594
F (0.924, 6.904, 3.257)  0.166
F (1.884, 7.196, 1.341)  0.159
C (0.081, 5.693, 1.438)  -0.082
C (0.888, 4.572, 1.310)  0.018
C (0.329, 3.375, 0.896)  -0.065
C (-1.032, 3.302, 0.613)  -0.359
C (-1.834, 4.435, 0.734)  -0.042
C (-1.276, 5.632, 1.150)  0.031
P (-1.768, 1.745, 0.091)  1.047
C (-2.940, 1.198, 1.346)  -0.370
C (-2.805, 1.642, 2.658)  -0.037
C (-3.514, 1.014, 3.672)  0.035
C (-4.341, -0.057, 3.375)  -0.085
C (-4.484, -0.505, 2.067)  0.027
C (-3.778, 0.117, 1.054)  -0.087
C (-5.121, -0.732, 4.479)  -0.592
F (-5.225, -2.052, 4.256)  0.151
F (-6.359, -0.233, 4.558)  0.174
F (-4.534, -0.562, 5.668)  0.157
C (-2.554, 2.026, -1.508)  -0.355
C (-1.691, 2.242, -2.584)  -0.085
C (-2.203, 2.429, -3.854)  0.010
C (-3.578, 2.378, -4.050)  -0.090
C (-4.442, 2.184, -2.983)  0.028
C (-3.930, 2.011, -1.704)  -0.045
C (-4.125, 2.476, -5.455)  -0.593
F (-5.369, 2.952, -5.472)  0.171
F (-3.361, 3.259, -6.223)  0.162
F (-4.144, 1.252, -6.019)  0.149
H (1.945, 4.642, 1.528)  0.136
H (0.961, 2.503, 0.786)  0.079
H (-2.892, 4.389, 0.504)  0.127
H (-1.890, 6.516, 1.246)  0.136
H (-2.147, 2.467, 2.896)  0.120
H (-3.414, 1.351, 4.695)  0.140
H (-5.136, -1.341, 1.850)  0.140
H (-3.882, -0.237, 0.033)  0.107
H (-0.618, 2.283, -2.426)  0.115
H (-1.545, 2.615, -4.692)  0.135
H (-5.511, 2.173, -3.148)  0.137
H (-4.607, 1.871, -0.871)  0.114

Calculated values
- ΔE to the lowest compared entry with this formula, charge and spin: 14.6 kJ/mol
- Charge: +2
- Orbital gap: 6.87 eV
- Molecular weight: 856.197 Da
- E_HOMO: -0.49975 Ha